Entry 1:
A molecular structure, C20H39N6OSbTi. Source: the Open Molecules 2025 dataset; level of theory: ωB97M-V with the def2-TZVPD basis set.

The geometry in XYZ format:
```
68
C20H39N6OSbTi, DFT ωB97M-V with the def2-TZVPD basis set
H 0.77121 0.23095 1.69177
H -1.78114 0.67620 1.06865
Ti -0.49148 -1.46663 0.02107
O -0.17591 1.81340 0.25435
N -0.98881 3.83440 0.92455
C 2.53828 -1.26041 0.44032
C -1.03626 0.28759 -2.32565
H 0.94771 5.80072 0.44909
Sb -0.59566 -4.19895 -0.88434
C 2.72477 0.56776 -2.90108
C 2.22486 -0.63794 -0.91436
C -1.23004 -4.34561 -2.91267
H 1.79447 -5.21800 -0.11240
H -2.13994 -1.44878 -2.17295
C -2.81339 -0.36268 -0.56094
C -1.61173 -5.87624 -0.06763
H 1.35787 -0.70869 3.05804
H 1.18806 4.33583 3.11829
C -2.43737 -0.19072 0.96816
H -1.22554 1.25431 -1.85555
H -2.44182 -2.00022 2.03768
H -1.40533 -6.75255 -0.67931
C 2.40547 2.49273 0.93854
H -0.96760 -0.20043 3.29305
C -0.82948 5.17700 1.48709
H 1.52416 -2.60776 1.61487
H -3.61661 -1.09243 -0.64755
H -2.78573 4.31131 -0.01537
H -3.21580 0.61444 -0.83271
H 2.51317 4.72066 2.02701
C 0.74088 -0.75975 2.15773
H -2.68481 -5.69522 -0.05164
N 1.23073 3.25614 1.31188
H -1.26908 -6.06079 0.94886
H -1.40818 0.32157 -3.34966
H -3.38734 0.04044 1.45109
H 4.22510 -0.10639 -1.50986
C 0.62048 5.60640 1.47256
H 0.73973 6.52466 2.04536
H 1.98874 -4.36848 -1.66037
H 3.08505 -0.52472 1.03676
H 2.11519 1.71272 0.24215
H 1.27772 -5.99209 -1.61646
H -2.97031 3.29309 1.41764
H -2.32870 2.60898 -0.09554
H 2.88239 2.05049 1.81766
C 3.17094 -0.06825 -1.75013
H 3.19974 -2.11783 0.31358
C 1.34878 -5.04140 -1.09073
H -1.04164 -5.35092 -3.28537
H -0.67960 -3.63391 -3.52759
H -1.22492 5.19436 2.50766
N 1.32394 -1.72172 1.16681
H -1.43662 5.85991 0.89176
C 1.36524 0.68290 -3.17396
C 1.45018 4.48987 2.06726
H 3.44318 1.00840 -3.57977
N -1.75009 -0.76086 -1.54201
C -2.34341 3.48607 0.54219
H 1.01937 1.22976 -4.04044
N 0.93558 -0.59393 -1.24669
C 0.47459 0.09754 -2.29474
N -1.77429 -1.34038 1.66259
C -0.70847 -1.06317 2.67429
H -0.68011 -1.94066 3.31891
C 0.01280 2.92754 0.80432
H 3.13441 3.14247 0.44933
H -2.29756 -4.14207 -2.99544
```

Its total charge is +2. As for the spin multiplicity: 3. The relative energy (zero: lowest compared OMol25 entry of this formula, charge and spin) comes out at 2.237 eV. For the total energy, the calculation gives -62001.6360 eV. The calculation puts the HOMO-LUMO gap (alpha / beta) at 7.501 / 8.842 eV.

=====

Entry 2:
2 unconnected molecules or ions with the total composition C6H12Cl2N2. Source: the Open Molecules 2025 dataset; level of theory: ωB97M-V with the def2-TZVPD basis set.

The geometry in XYZ format:
```
22
C6H12Cl2N2, DFT ωB97M-V with the def2-TZVPD basis set
H 2.05195 1.25206 -0.56865
H 2.89617 -0.35375 -0.92955
N 0.44536 -1.66206 1.60286
H -0.82490 2.22144 1.21951
C -0.80285 -1.05547 1.83247
H -2.22743 0.16512 0.76341
H -1.78870 -1.34350 -0.17855
C 1.88647 0.24564 -1.10338
H -1.53209 -1.72067 2.20826
H -1.84979 1.64445 -1.23580
C -1.41397 -0.49004 0.45792
Cl 0.40266 -1.80882 -1.88595
N -0.45156 0.24479 -0.26655
C 0.66625 -0.47858 -0.59501
Cl -0.13443 2.66942 2.10818
H -0.83372 0.68209 -2.33968
H 1.84975 0.45236 -2.12115
C -0.82617 1.11694 -1.36720
H -0.60025 -0.32986 2.61384
H -0.13230 1.90232 -1.38720
C 1.10835 -1.47267 0.57083
H 2.11121 -1.88124 0.60139
```

The relative energy (zero: lowest compared OMol25 entry of this formula, charge and spin) comes out at 0.045 eV. For the total energy, the calculation gives -34440.5018 eV. Its SMILES is CN1CCN=C[C@@]1(C)Cl.Cl. The calculation puts the HOMO-LUMO gap at 9.597 eV.

=====

Entry 3:
A molecular structure, C11H25AuClIN2OP2. Source: the Open Molecules 2025 dataset; level of theory: ωB97M-V with the def2-TZVPD basis set.

The geometry in XYZ format:
```
44
C11H25AuClIN2OP2, DFT ωB97M-V with the def2-TZVPD basis set
C 1.98157 -2.46252 1.36767
P 0.68449 -2.35913 0.08905
H 0.93295 4.33792 -0.42424
H -1.51773 0.66185 4.05436
H 2.19941 0.99160 2.06732
H -1.86131 -0.04472 1.65823
H -1.96037 3.67699 -0.56225
H 1.24598 -1.45748 -6.64519
H 2.03156 2.92005 -0.20188
C -0.03937 2.83653 -2.74914
C 1.00396 3.29145 -0.09315
C 0.56109 1.01023 3.56892
H -0.29983 3.90503 -2.74808
P -0.10390 2.20640 -1.05475
H -2.50073 2.01583 -0.99052
I 2.14971 -0.32658 -2.80217
C 1.84628 -1.13747 -5.78401
C -0.81589 -2.93705 0.92890
H 0.96657 1.34758 4.50257
H -1.83517 2.34506 0.62957
O -0.21618 -1.16322 -4.45409
C 1.10394 -3.63478 -1.12225
H -1.65863 -2.88179 0.22810
H 1.60269 -2.01583 2.29462
H -0.68057 -3.97308 1.26854
H 2.04922 -3.38988 -1.61918
C 0.96629 -0.98758 -4.58155
H 1.18971 -4.60387 -0.60933
H 2.61247 -1.89957 -5.59367
Cl 3.27047 0.53272 -0.22270
H 2.26481 -3.50574 1.57125
Au 0.50433 -0.10229 -0.73069
C -1.76037 2.60407 -0.43340
H -0.74999 2.29184 -3.38125
C 1.17834 0.83770 2.36884
H -1.03517 -2.29845 1.79329
H 0.96347 2.69616 -3.16741
N 0.24414 0.39075 1.45079
N -0.77090 0.65299 3.36911
C -0.92108 0.28318 2.08392
H 0.32278 -3.69835 -1.88838
H 2.84955 -1.88154 1.02951
H 0.72278 3.23660 0.96538
H 2.31471 -0.17535 -6.02669
```

Its total charge is +2. As for the spin multiplicity: 3. The relative energy (zero: lowest compared OMol25 entry of this formula, charge and spin) comes out at 0.000 eV. For the total energy, the calculation gives -59717.9567 eV. The calculation puts the HOMO-LUMO gap (alpha / beta) at 8.346 / 4.724 eV.

=====

Entry 4:
A molecular structure, FH3N3P3. Source: the Open Molecules 2025 dataset; level of theory: ωB97M-V with the def2-TZVPD basis set.

The geometry in XYZ format:
```
10
FH3N3P3, DFT ωB97M-V with the def2-TZVPD basis set
N -1.01754 0.77342 1.48386
H 1.54888 -0.36209 -0.73606
H -0.78691 -2.52620 0.19319
P 0.33889 -0.50660 -1.33087
F -1.02639 1.65013 -1.68254
P -1.67218 -0.67631 1.32086
N -0.61920 -1.59592 0.47450
N 0.14860 1.10782 -1.03593
H -0.46055 2.79729 0.46453
P 0.17974 1.58537 0.74204
```

The relative energy (zero: lowest compared OMol25 entry of this formula, charge and spin) comes out at 3.351 eV. For the total energy, the calculation gives -35099.8262 eV. The calculation puts the HOMO-LUMO gap at 7.987 eV.

=====

Entry 5:
7 unconnected molecules or ions with the total composition H12IO6. Source: the Open Molecules 2025 dataset; level of theory: ωB97M-V with the def2-TZVPD basis set.

The geometry in XYZ format:
```
19
H12IO6, DFT ωB97M-V with the def2-TZVPD basis set
O 0.83647 0.44111 -3.17263
H -3.26653 0.41811 3.22837
O -2.52953 0.84211 3.27637
O 3.47647 -0.48589 0.28637
H 0.79847 1.35911 -3.08963
H -2.09653 0.38211 2.53937
O 1.10547 -3.73889 0.57737
H 3.39947 0.20211 0.96737
H 0.85047 -2.80789 0.69837
H -3.01553 -0.22689 -0.65563
H 1.81147 2.92411 -1.19963
H 2.60547 -0.50889 0.09637
O -3.84353 -0.36689 -0.86563
H 0.18147 0.24111 -2.44163
H 0.86847 2.07111 -0.25463
O 1.63347 2.80411 -0.19063
H 1.80647 -3.54889 0.13037
I -0.30453 -0.51889 0.41637
H -4.31753 0.51811 -0.34663
```

Its total charge is -1. The relative energy (zero: lowest compared OMol25 entry of this formula, charge and spin) comes out at 2.852 eV. For the total energy, the calculation gives -20581.7424 eV. The calculation puts the HOMO-LUMO gap at 8.289 eV.